This record from the OMol25 dataset describes a molecular structure, C39H35BrGe2InN2O4S in a non-equilibrium geometry. The level of theory is wB97M-V/def2-TZVPD.

The calculation puts the LUMO energy (spin up / spin down) at 3.75 / 3.75 eV. Its charge is -2. As for the HOMO energy (spin up / spin down): -0.66 / -1.36 eV. For the energy above the lowest of the compared OMol25 structures with the same formula, charge and spin, the calculation gives 0.0 kcal/mol. The expectation value of S² is 0.76. The spin multiplicity is 2.

Structure (XYZ):
```
85
Properties=species:S:1:pos:R:3:forces:R:3:lowdin_spin:R:1
In 0.589 0.241 0.867 0.3 -3.2 -0.7 0.1597
C -2.771 1.059 3.617 0.1 0.0 0.2 -0.0008
C -2.074 1.058 4.813 0.7 -0.1 0.0 -0.0018
C -0.695 0.829 4.808 -0.7 0.1 0.2 -0.0002
C -0.020 0.603 3.603 0.2 -0.1 -0.2 0.0004
N -0.724 0.607 2.432 -1.7 0.7 3.8 -0.0012
C -2.057 0.830 2.460 0.7 0.0 -0.3 -0.0009
C 1.462 0.351 3.534 1.6 -0.3 0.6 0.0140
C 2.285 0.324 4.680 0.1 0.1 0.2 0.0025
C 3.666 0.088 4.601 -0.7 0.1 0.2 0.0023
C 4.275 -0.130 3.370 -0.1 0.0 -0.3 0.0031
C 3.503 -0.113 2.218 -0.4 0.0 0.6 0.0146
C 2.130 0.123 2.312 -0.2 -0.7 1.2 0.1099
H -3.840 1.233 3.586 0.1 0.0 -0.1 0.0000
H -2.594 1.234 5.751 0.1 0.0 0.0 -0.0001
H -0.182 0.836 5.761 0.2 0.0 -0.2 0.0000
H -2.546 0.819 1.490 0.3 0.2 0.7 0.0004
H 1.877 0.487 5.673 -0.1 0.0 0.1 0.0005
H 4.264 0.076 5.510 -0.1 0.0 -0.1 0.0002
H 5.344 -0.313 3.311 0.0 0.0 0.1 0.0005
H 3.951 -0.280 1.244 0.0 0.0 0.0 0.0012
O 2.434 4.004 1.582 -2.0 -1.6 -1.4 -0.0003
C 1.552 3.289 0.980 2.0 1.6 1.3 0.0007
O 1.395 2.038 1.143 1.8 4.8 0.5 0.0082
C 0.635 4.002 0.003 -0.1 1.2 -0.3 0.0000
C 0.783 5.391 -0.202 -0.2 -0.4 0.0 0.0005
C -0.037 6.092 -1.090 0.2 -0.3 0.3 -0.0007
C -1.026 5.414 -1.796 0.0 -0.6 0.2 0.0008
C -1.192 4.040 -1.611 0.1 0.9 -0.1 0.0015
C -0.370 3.338 -0.720 0.5 0.1 0.4 0.0119
S -0.628 1.647 -0.539 1.3 2.2 -1.0 0.0340
H 1.558 5.917 0.352 -0.1 -0.2 0.0 0.0000
H 0.104 7.158 -1.224 0.0 0.0 0.0 0.0000
H -1.669 5.942 -2.488 0.0 0.0 0.0 0.0001
H -1.965 3.513 -2.163 0.1 0.0 0.0 0.0002
C -2.503 -4.555 -0.292 -0.5 -0.8 -0.1 0.0014
Ge -1.197 -3.371 0.539 0.3 0.6 -0.5 0.0094
C -1.562 -3.252 2.445 -0.3 0.0 0.7 0.0088
C 0.583 -4.118 0.307 0.4 -0.6 0.1 0.0164
Ge -1.257 -1.163 -0.415 0.2 -1.1 0.3 0.1634
C -0.798 -1.177 -2.294 -0.1 0.0 -0.5 0.0309
C -0.656 0.032 -2.991 0.1 -0.7 -1.4 0.0110
C -0.323 0.028 -4.349 0.0 -0.7 0.2 -0.0010
C -0.128 -1.182 -5.019 -0.1 0.0 0.3 0.0113
C -0.264 -2.390 -4.330 0.0 0.4 0.2 0.0001
C -0.597 -2.388 -2.972 0.2 0.7 -0.6 0.0142
C -2.966 -0.302 -0.133 -0.8 -0.2 -0.7 0.0380
C -4.031 -1.002 0.451 -0.3 0.9 -0.2 0.0179
C -5.263 -0.372 0.653 0.3 0.2 -0.1 0.0004
C -5.438 0.961 0.274 0.2 -0.1 0.1 0.0148
C -4.380 1.666 -0.305 -0.1 -0.8 0.3 -0.0010
C -3.147 1.037 -0.508 -3.4 -0.2 -0.6 0.0140
H -2.437 -5.556 0.180 -0.2 0.3 -0.3 0.0002
H -2.296 -4.650 -1.376 -0.2 0.0 0.5 0.0001
H -3.526 -4.154 -0.151 0.5 -0.3 -0.2 0.0001
H -1.508 -4.265 2.893 -0.1 0.5 -0.1 0.0006
H -2.574 -2.830 2.610 0.5 -0.2 0.1 0.0004
H -0.807 -2.596 2.923 -0.4 -0.4 -0.2 0.0077
H 0.622 -5.125 0.770 0.0 0.3 -0.2 0.0011
H 1.325 -3.456 0.798 -0.5 -0.5 -0.5 0.0131
H 0.820 -4.200 -0.773 0.1 0.1 0.7 0.0006
H -0.796 0.977 -2.489 0.0 -0.3 -0.3 0.0012
H -0.214 0.964 -4.882 0.0 0.1 0.0 -0.0004
H 0.131 -1.184 -6.070 0.0 0.0 -0.1 0.0009
H -0.111 -3.328 -4.848 0.0 -0.1 0.0 -0.0002
H -0.696 -3.330 -2.458 0.0 -0.1 0.1 0.0013
H -3.916 -2.031 0.751 0.1 -0.2 0.0 0.0015
H -6.082 -0.918 1.104 -0.1 0.0 0.0 -0.0003
H -6.392 1.448 0.431 -0.1 0.0 0.0 0.0013
H -4.514 2.700 -0.596 0.0 0.1 -0.1 -0.0005
H -2.339 1.600 -0.950 -1.3 -0.4 -0.3 0.0012
Br 5.912 -2.552 -5.103 0.1 -0.1 -0.2 0.0000
C 4.962 -1.275 -4.090 -0.6 0.6 0.7 0.0000
C 5.103 0.080 -4.347 -0.3 1.0 0.2 -0.0001
N 4.456 1.052 -3.664 -0.2 -1.6 0.3 0.0000
C 3.624 0.632 -2.672 0.6 0.7 -0.7 -0.0001
C 3.411 -0.701 -2.335 0.7 0.3 -0.8 -0.0001
C 4.105 -1.670 -3.072 -0.2 -0.1 0.2 -0.0001
C 2.472 -1.070 -1.223 -0.9 -2.4 1.2 -0.0002
O 2.332 -2.308 -0.977 0.5 2.3 -0.7 0.0021
O 1.892 -0.117 -0.617 2.7 -0.6 -3.1 -0.0037
H 5.760 0.440 -5.132 0.0 -0.1 0.0 0.0000
H 3.110 1.426 -2.132 0.0 -0.3 0.0 0.0000
H 3.959 -2.722 -2.832 -0.1 0.2 0.0 0.0000
H 0.725 -1.481 1.402 -0.3 -1.0 0.2 0.2611
```
Forces are in eV/Å.